{
  "formula": "C37H41N3O7",
  "method": "the ωB97M-V functional and the def2-TZVPD basis",
  "max_force_ev_per_a": 2.38,
  "charge": 0,
  "homo_lumo_gap_ha": 0.170,
  "e_above_lowest_kcal_mol": 0.0,
  "homo_energy_ev": -6.646,
  "lumo_ev": -2.0,
  "symbols": ["C", "N", "C", "O", "C", "C", "C", "C", "C", "C", "C", "C", "N", "C", "C", "C", "C", "C", "C", "C", "C", "C", "C", "C", "C", "C", "C", "H", "H", "H", "H", "H", "H", "H", "H", "H", "H", "H", "H", "H", "H", "H", "H", "H", "H", "H", "H", "H", "H", "H", "H", "H", "H", "H", "C", "C", "O", "C", "C", "C", "O", "O", "C", "C", "C", "C", "C", "C", "N", "O", "O", "C", "C", "O", "H", "H", "H", "H", "H", "H", "H", "H", "H", "H", "H", "H", "H", "H"],
  "positions_angstrom": [[3.83653, 3.66772, 2.42298], [3.13619, 2.75151, 1.55665], [3.83174, 2.02073, 0.63412], [5.04126, 2.07385, 0.41383], [2.84572, 1.09455, -0.06255], [3.23069, -0.37577, 0.06717], [3.31858, -0.76678, 1.51895], [4.45566, -0.43454, 2.26270], [4.52292, -0.72588, 3.62263], [3.45606, -1.37668, 4.24619], [2.34148, -1.76297, 3.49817], [2.27671, -1.46871, 2.13521], [1.58600, 1.41258, 0.58757], [0.44326, 0.80410, 0.20428], [-0.78473, 0.96235, 0.84000], [-1.97591, 0.39044, 0.39606], [-3.23518, 0.56673, 1.08417], [-4.44521, 0.02917, 0.56799], [-5.65767, 0.21562, 1.21610], [-5.71961, 0.95740, 2.40420], [-4.54542, 1.49596, 2.94071], [-3.32499, 1.29568, 2.30506], [1.72896, 2.39900, 1.68861], [1.43695, 1.82194, 3.10180], [0.99657, 3.01941, 3.94720], [0.65023, 4.17972, 2.98028], [0.84445, 3.66549, 1.55270], [4.85260, 3.78048, 2.03562], [3.34396, 4.64400, 2.42865], [3.90051, 3.29211, 3.45275], [2.79649, 1.38403, -1.12473], [2.49305, -0.97786, -0.47382], [4.21037, -0.48581, -0.41810], [5.28561, 0.07322, 1.76745], [5.41594, -0.44813, 4.18433], [3.50687, -1.59692, 5.31165], [1.51950, -2.30552, 3.96734], [1.40939, -1.76908, 1.54165], [0.51293, 0.16329, -0.68213], [-0.81282, 1.57344, 1.74234], [-1.97141, -0.19678, -0.52955], [-4.40685, -0.52847, -0.36588], [-6.56712, -0.21422, 0.79756], [-6.67033, 1.10755, 2.91087], [-4.57270, 2.07395, 3.86421], [-2.42382, 1.71140, 2.75448], [0.64961, 1.06218, 3.02610], [2.33065, 1.31484, 3.49137], [0.12528, 2.76628, 4.56896], [1.80092, 3.31794, 4.63567], [-0.38322, 4.51627, 3.14308], [1.29852, 5.04679, 3.17358], [1.32677, 4.39027, 0.88384], [-0.11188, 3.38216, 1.10355], [0.41213, -0.31931, -6.79235], [0.98682, -0.62241, -5.43575], [-0.15483, -0.93636, -4.59084], [0.04157, -0.95626, -3.26379], [-1.10324, -1.49884, -2.49980], [-2.45882, -1.09683, -2.88576], [-3.46250, -1.20182, -2.16772], [-2.60019, -0.55929, -4.11285], [-4.00040, -0.42180, -4.46307], [-4.03306, -0.03931, -5.91310], [-0.87827, -2.54120, -1.56349], [-1.89206, -2.99432, -0.65280], [-1.66716, -4.01195, 0.25220], [-0.40580, -4.63368, 0.31149], [-0.16064, -5.64050, 1.29061], [0.96781, -6.18171, 1.33791], [-1.09044, -5.95545, 2.06962], [0.61000, -4.24097, -0.58505], [0.39029, -3.22067, -1.49535], [1.08267, -0.53383, -2.74837], [1.20302, -0.02813, -7.48518], [-0.10190, -1.18529, -7.22084], [-0.30218, 0.50984, -6.74145], [1.64536, -1.49987, -5.46082], [1.51983, 0.23571, -5.01591], [-4.49903, -1.38425, -4.28801], [-4.45807, 0.34436, -3.82269], [-5.05927, 0.17020, -6.21653], [-3.44087, 0.85735, -6.11378], [-3.66164, -0.85222, -6.54532], [-2.86420, -2.51060, -0.68823], [-2.45155, -4.34842, 0.92554], [1.56468, -4.75966, -0.54102], [1.17188, -2.93254, -2.20111]],
  "atomic_forces_ev_per_a": [[0.00, 0.23, 0.30], [0.72, -0.53, -0.75], [0.85, 0.08, 0.04], [-1.59, 0.06, 0.19], [0.47, 0.40, -0.77], [0.23, -0.04, 0.04], [0.04, -0.51, 0.15], [-0.01, 0.09, 0.09], [-0.14, -0.02, -0.08], [-0.02, 0.00, -0.08], [0.04, 0.01, -0.04], [0.11, 0.27, 0.11], [-2.22, -0.78, -0.38], [1.80, 0.75, 0.12], [-1.68, -0.03, 0.46], [1.27, 0.37, 0.10], [-1.06, 0.31, 0.84], [0.68, 0.04, -0.18], [-0.07, 0.28, 0.45], [0.33, -0.21, -0.37], [0.21, -0.07, -0.10], [-0.10, -0.19, -0.42], [0.17, 0.10, 0.35], [0.03, -0.23, -0.34], [-0.07, 0.11, 0.47], [-0.16, 0.41, 0.29], [0.01, -0.37, -0.29], [-0.23, -0.06, 0.02], [0.11, -0.09, 0.01], [-0.05, 0.02, -0.18], [0.00, -0.16, 0.24], [0.16, 0.02, 0.01], [-0.29, -0.03, 0.03], [-0.22, -0.18, 0.18], [-0.27, -0.11, -0.09], [-0.04, 0.00, -0.24], [0.25, 0.14, -0.08], [0.20, -0.01, 0.17], [0.16, 0.04, 0.06], [-0.03, -0.29, -0.39], [0.00, 0.08, 0.25], [0.06, 0.08, 0.13], [0.26, 0.11, 0.08], [0.18, -0.02, -0.11], [-0.04, -0.17, -0.22], [-0.30, -0.07, -0.04], [0.24, 0.16, 0.08], [-0.25, 0.08, -0.14], [0.32, 0.03, -0.13], [-0.30, -0.07, -0.19], [0.31, -0.01, -0.11], [-0.25, -0.26, -0.05], [-0.14, -0.20, 0.15], [0.17, 0.16, 0.02], [-0.12, 0.13, -0.44], [-0.50, 0.11, 0.41], [0.91, -0.15, -0.07], [-0.03, 0.11, 0.31], [-0.57, 0.85, -1.04], [0.47, -0.40, 0.78], [0.47, -0.09, -0.09], [-0.75, -0.08, 0.08], [0.35, 0.16, -0.01], [-0.10, 0.06, -0.49], [0.27, -0.47, 1.02], [0.17, 0.04, -0.07], [0.49, -0.15, -0.08], [-0.20, 0.78, -0.64], [0.31, -1.56, 1.28], [-1.69, 0.91, -0.10], [1.43, 0.51, -1.15], [-0.19, 0.08, 0.16], [-0.49, 0.01, 0.25], [-0.46, -0.40, -0.30], [0.06, -0.03, 0.02], [0.05, 0.09, 0.15], [0.11, -0.16, 0.08], [-0.05, 0.24, 0.10], [0.00, -0.21, -0.05], [0.04, 0.35, 0.01], [0.04, -0.26, -0.15], [-0.05, -0.01, -0.01], [0.00, -0.09, 0.09], [0.03, 0.13, 0.11], [0.29, -0.26, 0.02], [0.18, 0.13, -0.12], [-0.18, 0.13, -0.03], [-0.17, -0.18, 0.33]]
}